Record 1
Computed, not measured: one molecule with the formula C5H6O2 at a distorted geometry, with ωB97M-V/def2-TZVPD.

The calculation puts the energy at -344.49700 a.u. The molecular weight is 98.1 g/mol. The calculation puts the orbital gap (spin up / spin down) at 7.139 / 8.364 eV. The HOMO energy (spin up / spin down) comes out at -7.527 / -7.927 eV.

```
! RIJCOSX wB97M-V def2-TZVPD def2/J DEFGRID3
* xyz 0 1
O -1.230 -2.649 0.849
C -1.153 -1.482 1.228
C -0.467 -0.477 0.512
O -0.463 0.787 0.981
C 0.188 1.615 0.248
C 0.791 0.939 -0.944
C 0.317 -0.534 -0.767
H -1.622 -1.142 2.177
H -0.300 -0.877 -1.605
H 0.212 2.646 0.572
H 0.441 1.396 -1.878
H 1.884 1.037 -0.938
H 1.158 -1.231 -0.689
*
```

Record 2
Computed, not measured: C19H16BF2MnN7O2S3Te as an isolated structure, with ωB97M-V/def2-TZVPD.

The calculation puts the energy at -4105.59023 a.u. The molecular weight is 701.9 g/mol. The calculation puts the orbital gap (spin up / spin down) at 4.247 / 4.458 eV. The HOMO energy (spin up / spin down) comes out at -0.169 / -0.380 eV.

```
! RIJCOSX wB97M-V def2-TZVPD def2/J DEFGRID3
* xyz -2 2
Mn -2.362 2.124 -2.356
C -0.063 0.074 -0.221
C -1.023 1.081 0.294
N -1.752 1.898 -0.420
C -2.459 2.715 0.447
C -2.120 2.391 1.717
N -1.194 1.347 1.624
C -0.595 0.683 2.732
N 0.845 0.908 2.808
N 1.699 -0.124 2.878
N 2.906 0.308 2.954
C 2.860 1.694 2.919
C 3.888 2.644 2.959
C 3.522 3.964 2.891
C 2.161 4.350 2.776
C 1.144 3.432 2.735
C 1.531 2.084 2.818
H -0.187 0.013 -1.299
H -0.228 -0.914 0.216
H 0.966 0.374 -0.011
H -3.219 3.400 0.048
H -2.456 2.757 2.672
H -0.720 -0.400 2.718
H -1.063 1.087 3.631
H 4.923 2.339 3.024
H 4.284 4.733 2.904
H 1.921 5.402 2.693
H 0.111 3.726 2.604
F 1.432 2.455 -3.829
B 0.695 2.911 -2.794
F 1.136 2.403 -1.617
Te -0.916 4.292 -2.976
S -3.650 -4.856 -2.579
C -2.673 -3.499 -2.776
S -3.294 -2.049 -3.453
C -1.777 -1.214 -3.215
N -0.886 -1.981 -2.663
N -1.387 -3.260 -2.428
C -0.416 -4.149 -1.863
C -0.561 -5.532 -1.876
C 0.434 -6.332 -1.328
C 1.570 -5.777 -0.763
C 1.707 -4.396 -0.754
C 0.729 -3.583 -1.300
S -1.587 0.423 -3.742
H -1.441 -5.975 -2.307
H 0.305 -7.408 -1.349
H 2.339 -6.409 -0.336
H 2.585 -3.935 -0.318
H 0.840 -2.510 -1.301
O -3.948 2.687 -2.045
O -4.558 3.604 -1.140
*
```

Record 3
Computed, not measured: BrH2NO2P as an isolated structure at a distorted geometry, with ωB97M-V/def2-TZVPD.

The calculation puts the energy at -3121.98127 a.u. The molecular weight is 158.9 g/mol. The calculation puts the orbital gap at 8.979 eV. The HOMO energy comes out at -5.024 eV.

```
! RIJCOSX wB97M-V def2-TZVPD def2/J DEFGRID3
* xyz -1 1
N 1.010 -0.468 0.005
O -0.270 1.426 -1.340
O -0.118 1.357 1.264
P -0.054 0.780 -0.075
Br -1.977 -1.359 -0.222
H 0.746 -0.545 0.979
H 0.663 -1.191 -0.610
*
```

Record 4
Computed, not measured: a 2-piece molecular cluster, CH2FNOS overall at a distorted geometry, with ωB97M-V/def2-TZVPD.

The calculation puts the energy at -667.07922 a.u. The molecular weight is 95.1 g/mol. The calculation puts the orbital gap (spin up / spin down) at 8.544 / 9.040 eV. The HOMO energy (spin up / spin down) comes out at -9.929 / -10.194 eV.

```
! RIJCOSX wB97M-V def2-TZVPD def2/J DEFGRID3
* xyz 0 1
C -0.619 -0.354 -0.216
N 1.770 -0.398 0.416
O -2.916 0.497 -0.100
F 2.020 0.978 0.808
S -1.600 0.749 0.451
H -0.751 -1.130 -0.808
H 2.096 -0.342 -0.551
*
```

Record 5
Computed, not measured: C23H17Cl4N7O3Pd as an isolated structure at a distorted geometry, with ωB97M-V/def2-TZVPD.

The calculation puts the energy at -3463.61689 a.u. The molecular weight is 687.7 g/mol. The calculation puts the orbital gap (spin up / spin down) at 6.965 / 3.345 eV. The HOMO energy (spin up / spin down) comes out at -13.018 / -13.000 eV.

```
! RIJCOSX wB97M-V def2-TZVPD def2/J DEFGRID3
* xyz 2 5
Pd 0.225 -1.355 1.101
Cl 6.255 -4.426 0.478
C 5.019 -3.393 0.971
C 5.333 -2.157 1.578
Cl 6.931 -1.626 1.746
C 4.333 -1.370 2.028
Cl 4.508 -0.107 3.158
C 2.984 -1.608 1.616
O 1.984 -0.883 2.001
C 2.716 -2.672 0.672
O 1.671 -2.571 -0.020
C 3.696 -3.691 0.616
Cl 3.198 -5.178 0.043
N -3.651 -2.094 -0.099
C -2.399 -1.998 -0.550
N -1.593 -1.975 0.520
C -2.399 -2.035 1.613
N -3.668 -2.114 1.226
C -1.807 -1.931 2.962
C -2.451 -2.337 4.116
N -1.885 -2.143 5.290
C -0.641 -1.630 5.367
C -0.007 -1.217 4.229
N -0.605 -1.369 3.028
H -4.465 -2.290 -0.626
H -2.093 -1.935 -1.576
H -3.433 -2.814 4.081
H -0.220 -1.577 6.373
H 1.005 -0.837 4.177
C -0.243 2.685 -4.330
N -0.322 1.711 -3.305
N -0.033 2.114 -1.942
C 0.259 0.962 -1.206
O 0.289 0.993 0.041
C 0.234 -0.132 -2.167
C -0.132 0.342 -3.408
C -0.376 -0.297 -4.689
C -0.714 3.199 -1.355
C -0.114 3.738 -0.215
C -0.792 4.580 0.624
C -2.153 4.803 0.407
C -2.728 4.454 -0.822
C -2.006 3.651 -1.724
H 0.137 3.687 -3.894
H -1.218 2.831 -4.874
H 0.483 2.451 -5.112
H 0.624 -1.136 -1.931
H -0.697 -1.341 -4.622
H 0.558 -0.251 -5.281
H -1.133 0.313 -5.251
H 0.906 3.445 0.089
H -0.286 5.068 1.482
H -2.818 5.375 1.033
H -3.725 4.745 -1.075
H -2.542 3.341 -2.597
*
```

Record 6
Computed, not measured: C31H47NO4P2Sn as an isolated structure at a distorted geometry, with ωB97M-V/def2-TZVPD.

The calculation puts the energy at -2461.25843 a.u. The molecular weight is 678.4 g/mol. The calculation puts the orbital gap at 4.160 eV. The HOMO energy comes out at -12.394 eV.

```
! RIJCOSX wB97M-V def2-TZVPD def2/J DEFGRID3
* xyz 2 1
Sn -3.576 -0.701 -1.628
C 0.878 0.669 1.689
C 2.108 1.051 1.074
C 0.614 2.757 0.780
C -0.022 1.756 1.557
C 1.922 2.323 0.478
C 0.616 -0.661 2.273
H 1.494 -1.304 2.178
H -0.191 -1.184 1.742
H 0.350 -0.620 3.336
C -1.381 1.931 2.125
H -2.129 1.251 1.692
H -1.703 2.962 1.903
H -1.422 1.810 3.212
C -0.046 4.027 0.390
H -0.137 4.686 1.271
H -1.070 3.836 0.019
H 0.512 4.561 -0.390
C 2.930 3.072 -0.327
H 3.689 3.525 0.335
H 2.450 3.881 -0.897
H 3.448 2.410 -1.038
C 3.385 0.306 1.056
H 4.246 0.981 1.168
H 3.524 -0.216 0.103
H 3.429 -0.430 1.870
C 0.892 -3.368 -0.999
C 2.048 -2.975 -0.398
C 3.334 -2.609 -1.118
C 3.320 -1.997 -2.548
C 2.967 -0.554 -2.471
C 1.675 -0.224 -2.316
C 0.434 -1.118 -2.195
C 0.328 -2.657 -2.221
H 3.996 -3.496 -1.151
H 2.574 -2.466 -3.199
H 3.803 -1.866 -0.441
H 0.725 -3.178 -3.097
H 0.305 -4.233 -0.677
H 2.086 -2.916 0.720
H -0.762 -2.882 -2.213
H -0.107 -0.806 -1.281
H 1.424 0.837 -2.219
H -0.206 -0.715 -2.989
H 4.309 -2.101 -2.967
H 3.759 0.184 -2.499
P -2.087 -1.304 -5.353
P -1.898 1.587 -6.266
C -2.061 -1.064 -7.209
C -2.418 0.361 -7.576
H -2.757 -1.781 -7.661
H -1.066 -1.310 -7.596
H -1.981 0.660 -8.538
H -3.505 0.485 -7.648
C -2.381 3.022 -7.340
H -2.009 3.957 -6.906
H -3.479 3.050 -7.406
H -1.976 2.934 -8.356
C -0.073 1.642 -6.604
H 0.144 1.642 -7.684
H 0.435 0.792 -6.127
H 0.318 2.584 -6.189
C -3.410 -2.599 -5.279
H -3.421 -3.076 -4.289
H -3.252 -3.348 -6.073
H -4.380 -2.102 -5.439
C -0.524 -2.303 -5.429
H 0.142 -1.881 -6.192
H -0.769 -3.333 -5.712
H -0.017 -2.279 -4.461
O -4.234 -2.148 0.202
C -3.476 -1.503 0.998
O -2.889 -0.422 0.527
C -3.238 -1.959 2.447
C -2.490 -1.212 3.367
C -2.601 -1.469 4.743
C -3.078 -2.720 5.208
C -3.866 -3.484 4.295
C -3.741 -3.178 2.928
N -2.319 -3.430 6.193
O -1.386 -2.835 6.802
O -2.502 -4.654 6.374
H -1.803 -0.473 2.995
H -2.271 -0.716 5.445
H -4.526 -4.239 4.679
H -4.061 -3.880 2.169
*
```

Record 7
Computed, not measured: C45H42BeBr3CaCl6F8N3NaO9PS2 as an isolated structure at a distorted geometry, with ωB97M-V/def2-TZVPD.

The calculation puts the energy at -15855.37651 a.u. The molecular weight is 1540.4 g/mol. The calculation puts the orbital gap at 1.529 eV. The HOMO energy comes out at -6.138 eV.

```
! RIJCOSX wB97M-V def2-TZVPD def2/J DEFGRID3
* xyz 0 1
O 3.858 3.472 2.076
C 3.523 3.196 0.894
O 3.740 3.917 -0.096
C 2.685 1.949 0.636
C 1.447 1.919 1.265
C 0.574 0.877 1.031
C 0.960 -0.145 0.181
C 2.198 -0.142 -0.432
C 3.080 0.915 -0.219
C 4.398 0.860 -0.988
F 4.480 -0.317 -1.650
F 4.385 1.822 -1.945
C 5.708 0.949 -0.138
F 6.127 2.207 0.030
F 6.674 0.328 -0.862
C 5.652 0.185 1.223
F 5.227 0.953 2.213
F 6.911 -0.181 1.526
F 4.935 -0.928 1.118
C -0.057 -1.211 -0.056
O 0.201 -2.388 -0.088
C -1.446 -0.659 -0.219
C -2.296 -1.123 -1.223
C -1.940 -2.207 -2.210
C -0.890 -1.639 -3.224
C 0.456 -2.384 -3.200
C 0.324 -3.895 -3.320
C 1.692 -4.584 -3.323
C 2.295 -4.598 -1.916
C 1.503 -5.566 -1.019
C 2.270 -6.877 -0.756
C 3.304 -6.680 0.375
C 2.858 -7.401 1.651
C 1.441 -7.043 2.116
C 1.430 -5.956 3.179
N 0.071 -5.573 3.533
C -1.017 -5.472 2.711
C -2.111 -5.076 3.424
C -1.678 -4.944 4.779
C -0.347 -5.243 4.791
C -3.548 -0.509 -1.317
N -4.464 -0.922 -2.358
C -4.638 -0.105 -3.247
S -4.759 0.944 -4.385
C -3.952 0.489 -0.457
C -3.094 0.959 0.529
P -3.406 2.313 1.727
O -4.037 3.737 0.989
Br -5.121 1.633 3.069
C -1.831 0.372 0.638
C -0.788 0.823 1.621
O -1.030 1.148 2.757
H 1.149 2.726 1.920
H 2.437 -0.968 -1.082
H -2.823 -2.472 -2.774
H -1.555 -3.069 -1.683
H -1.253 -1.643 -4.250
H -0.694 -0.592 -2.986
H 1.050 -2.079 -2.349
H 1.023 -2.062 -4.078
H -0.260 -4.357 -2.531
H -0.144 -4.073 -4.290
H 2.353 -4.116 -4.052
H 1.557 -5.625 -3.623
H 3.335 -4.926 -1.951
H 2.308 -3.608 -1.462
H 1.298 -5.108 -0.051
H 0.536 -5.812 -1.453
H 1.557 -7.639 -0.448
H 2.753 -7.160 -1.690
H 3.487 -5.617 0.526
H 4.242 -7.133 0.052
H 2.940 -8.475 1.503
H 3.553 -7.129 2.449
H 0.801 -6.743 1.294
H 0.974 -7.923 2.560
H 1.979 -5.074 2.843
H 1.904 -6.331 4.081
H -0.994 -5.657 1.651
H -3.092 -4.915 3.017
H -2.289 -4.669 5.618
H 0.274 -5.257 5.670
H -4.925 0.926 -0.570
H -4.240 4.264 1.904
Na 3.774 4.548 4.087
F 2.342 4.422 -6.293
C 2.411 4.509 -4.958
C 3.178 3.588 -4.261
C 3.253 3.681 -2.882
C 2.553 4.685 -2.231
C 1.785 5.599 -2.940
C 1.715 5.515 -4.319
H 3.706 2.813 -4.799
H 3.850 2.982 -2.312
H 2.614 4.740 -1.152
H 1.231 6.382 -2.427
H 1.128 6.219 -4.894
Be -4.415 3.981 3.578
Br -5.150 3.480 -0.932
C -7.674 5.735 2.511
Cl -6.759 7.305 2.728
Cl -7.022 4.466 3.564
H -8.711 5.897 2.775
H -7.580 5.407 1.480
C 0.415 8.312 -7.467
C -0.293 8.651 -6.236
N -0.852 8.921 -5.265
H 1.416 7.955 -7.232
H -0.125 7.533 -8.000
H 0.492 9.192 -8.102
C -11.764 6.756 4.612
Cl -13.402 7.344 4.322
Cl -11.199 5.868 3.187
Cl -10.681 8.115 4.907
Cl -11.760 5.676 6.010
O 1.741 -1.260 7.745
S 2.884 -1.195 6.827
O 4.011 -1.924 7.410
O 3.278 0.188 6.549
O 2.465 -1.801 5.543
Ca 2.264 6.140 0.352
Br -6.319 9.688 3.316
*
```

Record 8
Computed, not measured: one molecule with the formula C3H5N7O3 at a distorted geometry, with ωB97M-V/def2-TZVPD.

The SMILES is [H]/N=c1/n(C)nnn1/C=[N+](/[O-])ON=O. The calculation puts the energy at -726.00737 a.u. The molecular weight is 187.1 g/mol. The calculation puts the orbital gap (spin up / spin down) at 8.303 / 8.302 eV. The HOMO energy (spin up / spin down) comes out at -8.515 / -8.514 eV.

```
! RIJCOSX wB97M-V def2-TZVPD def2/J DEFGRID3
* xyz 0 1
H -2.149 -1.781 -0.345
N -1.208 -2.061 -0.253
C -0.399 -1.105 -0.185
N 1.012 -1.215 -0.329
C 1.605 -2.475 -0.515
N 1.553 -0.033 -0.415
N 0.708 0.830 -0.133
N -0.484 0.301 0.013
C -1.595 1.165 0.264
N -1.514 2.322 0.870
O -2.492 3.040 0.968
O -0.331 2.810 1.281
N 0.796 2.876 0.109
O 1.841 3.079 0.525
H 2.322 -2.472 -1.449
H 2.195 -2.902 0.235
H 0.653 -3.089 -0.703
H -2.511 0.712 0.065
*
```

Record 9
Computed, not measured: CH2F3NP2 as an isolated structure at a distorted geometry, with ωB97M-V/def2-TZVPD.

The calculation puts the energy at -1076.33829 a.u. The molecular weight is 147.0 g/mol. The calculation puts the orbital gap (spin up / spin down) at 6.622 / 6.621 eV. The HOMO energy (spin up / spin down) comes out at -8.301 / -8.301 eV.

```
! RIJCOSX wB97M-V def2-TZVPD def2/J DEFGRID3
* xyz 0 1
C 0.120 -0.059 -0.348
N 3.617 -0.494 0.653
F 3.664 1.486 -0.780
F 1.928 -2.425 0.678
F 2.686 -1.454 -1.474
P 4.296 0.839 0.579
P 2.177 -1.042 -0.006
H 0.144 0.366 -1.329
H 0.398 0.744 0.345
*
```

Record 10
Computed, not measured: C14H44BO8V as an isolated structure at a distorted geometry, with ωB97M-V/def2-TZVPD.

The calculation puts the energy at -2130.50705 a.u. The molecular weight is 402.3 g/mol. The calculation puts the orbital gap (spin up / spin down) at 6.089 / 7.502 eV. The HOMO energy (spin up / spin down) comes out at -3.680 / -5.134 eV.

```
! RIJCOSX wB97M-V def2-TZVPD def2/J DEFGRID3
* xyz -1 2
O -8.282 -24.585 -9.027
V -9.359 -24.911 -10.184
O -8.722 -24.485 -11.602
B -8.974 -27.193 -10.294
H -9.840 -26.808 -10.810
H -9.042 -28.270 -10.299
H -8.068 -26.771 -10.699
H -8.976 -26.875 -9.262
C -11.517 -26.127 -8.047
O -10.855 -24.930 -8.470
H -12.505 -25.914 -7.640
H -11.512 -26.870 -8.845
H -10.965 -26.459 -7.168
H -10.822 -24.300 -7.746
C -9.155 -28.367 -6.882
O -9.975 -28.746 -8.004
H -9.011 -27.296 -7.022
H -9.715 -28.470 -5.952
H -8.193 -28.857 -6.734
H -9.618 -28.325 -8.789
C -12.486 -26.731 -12.257
C -11.876 -25.315 -12.523
C -12.898 -24.342 -13.169
O -11.444 -24.839 -11.294
H -11.794 -27.426 -11.783
H -12.802 -27.101 -13.233
H -13.383 -26.705 -11.638
H -11.030 -25.389 -13.206
H -12.439 -23.358 -13.265
H -13.837 -24.366 -12.615
H -13.161 -24.644 -14.183
H -12.129 -24.279 -10.919
C -4.467 -27.135 -7.818
C -5.586 -26.668 -8.736
C -4.937 -25.999 -9.977
O -6.209 -27.871 -9.149
H -3.935 -27.959 -8.294
H -4.910 -27.632 -6.955
H -3.781 -26.324 -7.572
H -6.211 -25.930 -8.236
H -4.392 -26.708 -10.600
H -4.198 -25.236 -9.731
H -5.636 -25.387 -10.546
H -6.977 -27.677 -9.691
C -10.413 -31.135 -11.642
C -9.034 -31.571 -11.010
C -9.153 -32.812 -10.128
O -8.137 -31.656 -12.042
H -11.096 -30.759 -10.880
H -10.872 -32.023 -12.075
H -10.348 -30.393 -12.439
H -8.615 -30.738 -10.444
H -9.690 -33.594 -10.665
H -9.622 -32.685 -9.152
H -8.158 -33.221 -9.952
H -7.948 -30.748 -12.287
C -5.805 -29.423 -13.386
C -6.729 -28.357 -12.766
C -7.167 -27.302 -13.861
O -7.940 -28.952 -12.348
H -5.300 -29.988 -12.602
H -5.036 -29.028 -14.049
H -6.432 -30.119 -13.944
H -6.220 -27.921 -11.907
H -6.369 -26.573 -13.995
H -8.075 -26.758 -13.604
H -7.415 -27.784 -14.807
H -8.337 -28.339 -11.725
*
```

Record 11
Computed, not measured: C11H20GdI2N3O as an isolated structure at a distorted geometry, with ωB97M-V/def2-TZVPD.

The calculation puts the energy at -2031.57319 a.u. The molecular weight is 621.4 g/mol. The calculation puts the orbital gap (spin up / spin down) at 2.117 / 3.354 eV. The HOMO energy (spin up / spin down) comes out at 2.179 / 0.901 eV.

```
! RIJCOSX wB97M-V def2-TZVPD def2/J DEFGRID3
* xyz -2 8
C -0.659 -2.342 3.282
I -2.676 -0.312 2.735
H 0.405 -2.623 3.250
H -1.271 -3.223 3.054
H -0.902 -1.998 4.290
C -2.200 -2.664 -2.665
C -0.477 -1.559 -1.655
N -1.616 -1.433 -2.397
H -1.521 -4.658 -2.031
I 2.962 -0.170 -2.787
N -0.378 -2.921 -1.466
H -3.109 -2.767 -3.229
Gd 1.163 -0.204 -0.466
C -0.882 -1.265 2.257
O -0.079 -1.040 1.326
C -1.422 -3.591 -2.079
C 0.633 -3.604 -0.680
H 0.644 -4.666 -0.966
H 0.394 -3.553 0.399
H 1.634 -3.166 -0.850
C -2.201 -0.185 -2.814
H -2.963 -0.390 -3.574
H -1.448 0.491 -3.239
H -2.689 0.333 -1.974
C 2.765 3.221 0.769
C 1.259 3.039 0.650
C 0.624 2.937 2.023
C 0.658 4.256 -0.041
N 1.000 1.749 -0.057
H 2.986 4.149 1.313
H 3.234 3.276 -0.220
H 3.227 2.386 1.312
H 0.858 3.838 2.601
H -0.463 2.846 1.950
H 0.987 2.070 2.582
H 1.046 4.393 -1.056
H -0.436 4.193 -0.086
H 0.914 5.157 0.539
*
```